[1]
13
Properties=species:S:1:pos:R:3:nbo_charge:R:1 method="wB97M-V/def2-TZVPD" homo_energy_ev=-10.2 multiplicity=1 de_lowest_kj_mol=139.86 energy_ev=-10283.3479 lumo_ev=0.7 orbital_gap_ev=10.866
C 1.42415 1.56100 0.58441 -0.40
N 0.18685 0.91053 -0.11689 -0.65
C 0.15868 -0.36471 0.31333 0.77
O 0.99754 -0.70424 1.12949 -0.65
N -0.75746 -1.35066 -0.08173 -0.65
C -1.79224 -1.40026 -0.97696 0.54
O -2.45531 -2.39313 -1.16787 -0.56
H 1.66323 1.26767 1.63452 0.25
H 1.22700 2.61667 0.58835 0.19
H 2.33148 1.28093 0.03642 0.21
H -0.45999 1.23397 -0.85485 0.41
H -0.56030 -2.20791 0.42181 0.43
H -1.96363 -0.44986 -1.51004 0.10

[2]
82
Properties=species:S:1:pos:R:3:lowdin_charge:R:1 method="wB97M-V/def2-TZVPD" homo_energy_ev="-17.3 / -17.3" multiplicity=1 charge=+3 de_lowest_kj_mol=0.00 energy_ev=-79562.7121 lumo_ev="-11.7 / -11.7" orbital_gap_ev="5.666 / 5.664"
Pt 0.30610 -0.41210 0.86113 1.02
C 1.23336 -2.89462 -1.39648 -0.18
P 1.79603 -1.97077 0.04257 0.78
C 3.33658 -1.13157 -0.37955 -0.19
C 2.14855 -3.14184 1.35990 -0.38
C 2.79939 -4.34723 1.11277 -0.04
C 3.12301 -5.17661 2.17693 -0.01
C 2.80570 -4.81037 3.47911 -0.01
C 2.15011 -3.61369 3.73120 -0.04
C 1.81853 -2.77846 2.66890 -0.37
P 0.90576 -1.25135 2.91651 0.76
C 1.87296 -0.14576 3.95830 -0.20
C -0.61165 -1.63938 3.81050 -0.20
H 2.05419 -3.54129 -1.71593 0.08
H 0.95982 -2.24642 -2.22950 0.05
H 0.37065 -3.50582 -1.13116 0.08
H 4.09585 -1.89543 -0.56146 0.08
H 3.66247 -0.48981 0.43845 0.06
H 3.22070 -0.53616 -1.28498 0.05
H 3.06204 -4.65110 0.10735 0.12
H 3.62665 -6.11524 1.98905 0.13
H 3.06177 -5.46566 4.30066 0.13
H 1.89555 -3.35092 4.75096 0.12
H 2.12730 -0.66916 4.88191 0.07
H 1.29710 0.74447 4.21053 0.05
H 2.79508 0.14392 3.45435 0.07
H -0.35839 -2.10111 4.76688 0.07
H -1.22255 -2.33446 3.23520 0.07
H -1.17724 -0.72686 4.00029 0.05
C -2.70736 -4.14009 -5.02590 -0.09
C -3.58931 -2.98675 -4.55741 -0.28
S -2.58005 -1.66198 -3.95890 0.68
O -1.66275 -1.21581 -4.97722 -0.27
O -2.02450 -2.02566 -2.66260 -0.33
C -3.70823 -0.30238 -3.63596 -0.18
C -2.91609 0.99774 -3.47039 -0.09
N -1.68931 0.83684 -2.65686 0.07
C -1.64327 0.47871 -1.36625 -0.32
N -0.39307 0.12970 -1.03328 -0.08
C 0.38447 0.27867 -2.15976 -0.07
C -0.40806 0.71117 -3.15582 -0.13
N 0.05906 1.06198 -4.48556 -0.33
O 1.15326 0.63014 -4.76077 0.14
O -0.63711 1.78224 -5.16054 0.14
C -2.83157 0.37087 -0.48841 0.03
H -3.34829 -4.94762 -5.37345 0.09
H -2.09047 -4.51962 -4.21279 0.08
H -2.06662 -3.82963 -5.84839 0.09
H -4.24318 -3.26897 -3.73135 0.11
H -4.18573 -2.57474 -5.37307 0.12
H -4.29981 -0.59626 -2.76966 0.10
H -4.37449 -0.15630 -4.48643 0.13
H -3.53789 1.78351 -3.04563 0.15
H -2.56861 1.33447 -4.44054 0.12
H 1.44244 0.09258 -2.20416 0.10
H -3.54277 1.17271 -0.68335 0.11
H -2.53995 0.42258 0.56001 0.07
H -3.32357 -0.58821 -0.66050 0.10
N 0.03752 1.26305 1.71645 0.04
C 0.33114 2.49214 1.72313 -0.25
C 1.63439 3.05863 1.36441 -0.18
C 2.11553 4.13918 2.10773 0.01
C 3.34472 4.68643 1.78169 -0.02
C 4.06794 4.17977 0.70829 -0.01
C 3.57666 3.11490 -0.04262 -0.04
C 2.36723 2.53709 0.29331 -0.03
C -0.83470 3.30582 2.14617 -0.17
C -1.67815 2.87171 3.17727 -0.01
C -2.76886 3.64627 3.52726 -0.03
C -3.02397 4.82800 2.84123 0.00
C -2.18890 5.25030 1.80642 -0.02
C -1.09390 4.49080 1.44499 0.00
H 1.53749 4.53836 2.93124 0.14
H 3.73338 5.51663 2.35503 0.13
H 5.01758 4.62627 0.44495 0.13
H 4.13580 2.75565 -0.89633 0.12
H 1.95541 1.73409 -0.30367 0.07
H -1.44249 1.97323 3.73244 0.11
H -3.40915 3.34432 4.34448 0.13
H -3.87253 5.43736 3.12308 0.13
H -2.38912 6.18179 1.29470 0.13
H -0.43559 4.81313 0.64892 0.13

[3]
78
Properties=species:S:1:pos:R:3:lowdin_charge:R:1 method="wB97M-V/def2-TZVPD" homo_energy_ev="-11.1 / -11.1" multiplicity=2 charge=+1 de_lowest_kj_mol=15.34 energy_ev=-54133.7807 lumo_ev="-4.4 / -8.8" orbital_gap_ev="6.642 / 2.306"
F -0.47296 1.87626 -2.22213 0.00
C 0.24486 1.13395 -1.24392 -0.19
C -0.41813 0.28426 -0.32440 0.00
C 0.23841 -0.48474 0.66315 -0.07
C 1.63284 -0.43519 0.70687 -0.10
C 2.33293 0.41117 -0.18440 -0.07
C 1.63300 1.22627 -1.11943 -0.02
H -1.49447 0.28384 -0.41327 0.10
H -0.25477 -1.18998 1.31570 0.09
H 2.14997 -1.06029 1.41977 0.08
H 3.40989 0.48450 -0.21892 0.09
H 2.23124 1.80143 -1.81059 0.09
F 4.48795 -2.23231 -1.23457 0.21
C 5.02468 -2.21645 -0.02855 -0.18
C 4.31237 -2.73644 1.01503 0.02
C 4.73531 -2.62622 2.29817 0.03
C 6.01418 -2.06638 2.50137 0.05
C 6.76808 -1.59748 1.45560 0.00
C 6.28362 -1.63568 0.17442 0.09
H 3.33777 -3.16370 0.83065 0.10
H 4.09450 -3.03094 3.06758 0.14
H 6.45198 -2.05101 3.48854 0.14
H 7.70644 -1.17233 1.77982 0.14
H 6.77578 -1.18214 -0.67321 0.15
F 3.23615 -5.68413 -1.66503 0.06
C 2.51044 -5.28863 -0.58845 -0.29
C 1.34790 -4.54762 -0.78830 0.00
C 0.52373 -4.14601 0.29702 -0.05
C 0.92104 -4.50932 1.61673 -0.09
C 2.05947 -5.25480 1.80613 -0.10
C 2.80372 -5.76333 0.69314 -0.01
H 0.96395 -4.22769 -1.74570 0.12
H -0.32499 -3.49877 0.13226 0.08
H 0.44424 -3.97652 2.42616 0.10
H 2.35016 -5.44361 2.82899 0.10
H 3.66752 -6.40093 0.81023 0.12
F -4.50194 0.03459 0.20077 0.05
C -4.63852 1.11061 1.00672 -0.28
C -3.78555 2.21260 0.69922 0.00
C -3.85509 3.36983 1.50046 -0.06
C -4.62497 3.31055 2.67972 -0.08
C -5.38432 2.18704 2.94800 -0.10
C -5.42122 1.13531 2.09730 -0.05
H -3.15513 2.15105 -0.17553 0.09
H -3.41406 4.32998 1.27685 0.09
H -4.82957 4.12964 3.35325 0.10
H -6.02937 2.11489 3.81119 0.11
H -5.99484 0.23126 2.23893 0.13
C -2.24605 -0.33009 3.81417 -0.05
C -2.68880 -1.55473 3.07545 -0.25
N -2.98161 -2.45254 2.43510 0.16
H -1.65558 -0.70820 4.64873 0.08
H -3.10742 0.20871 4.20894 0.08
H -1.59295 0.34193 3.25745 0.07
C 0.08830 2.34859 -5.33662 -0.07
C 1.32880 1.73546 -4.91177 -0.28
N 2.32440 1.20895 -4.59716 0.13
H 0.15390 3.41471 -5.11937 0.08
H -0.87401 2.01153 -4.95132 0.09
H 0.06347 2.34379 -6.42633 0.09
C -3.31631 -3.07997 -0.80992 -0.09
C -4.63434 -3.32122 -0.20278 -0.28
N -5.69194 -3.47037 0.25187 0.13
H -3.06192 -2.02085 -0.85081 0.05
H -3.17902 -3.40422 -1.84148 0.08
H -2.51273 -3.50866 -0.21111 0.04
C 1.85615 5.21413 -2.20161 -0.06
C 0.89178 6.29026 -2.43882 -0.27
N 0.11332 7.14907 -2.61944 0.14
H 1.80696 5.05662 -1.12417 0.09
H 2.83313 5.58856 -2.50724 0.09
H 1.60459 4.36357 -2.83514 0.06
C -2.45520 4.96233 -1.77380 -0.06
C -3.86252 5.20519 -2.23044 -0.26
N -4.94247 5.41532 -2.52061 0.13
H -1.95800 4.15257 -2.30782 0.06
H -2.46393 4.72782 -0.70936 0.05
H -1.93457 5.91532 -1.86789 0.04

[4]
32
Properties=species:S:1:pos:R:3:nbo_charge:R:1 method="wB97M-V/def2-TZVPD" homo_energy_ev="-11.3 / -11.3" multiplicity=1 charge=+1 de_lowest_kj_mol=491.11 energy_ev=-17633.1513 lumo_ev="-5.3 / -5.3" orbital_gap_ev="6.004 / 6.009"
C -2.90692 -1.45164 0.79162 -0.43
C -2.14357 -0.44128 0.38469 0.30
N -2.62286 0.88801 0.29594 -0.50
C -3.07360 1.34500 -1.00579 -0.42
N -0.79617 -0.60436 0.00546 -0.42
C -0.43292 -1.82542 -0.68065 -0.41
C 0.03780 0.46822 0.18206 0.00
C -0.43351 1.70830 0.41937 0.40
C 0.15746 2.90599 0.36971 -0.40
C 1.53664 2.77110 0.07873 0.09
N 2.13217 1.62059 -0.02024 -0.44
C 1.50997 0.46876 0.09082 0.43
N 2.20652 -0.69094 0.01764 -0.41
C 3.50595 -0.65078 -0.61943 -0.41
C 2.08042 -1.68334 1.06720 -0.41
H -3.94436 -1.29305 1.02086 0.22
H -2.53742 -2.45270 0.90048 0.23
H -3.23187 1.16862 1.05526 0.43
H -3.19542 2.42625 -0.98944 0.23
H -2.33524 1.08134 -1.76146 0.22
H -4.03087 0.88879 -1.27925 0.22
H -0.32266 -2.66618 0.00590 0.21
H -1.21984 -2.06940 -1.39617 0.23
H 0.49659 -1.68312 -1.22471 0.24
H -0.27691 3.86329 0.58069 0.28
H 2.14991 3.65719 0.04462 0.23
H 3.77861 -1.66175 -0.91775 0.21
H 3.46249 -0.01259 -1.49858 0.23
H 4.27133 -0.25795 0.05493 0.21
H 1.13263 -1.57649 1.58805 0.21
H 2.15921 -2.68434 0.64339 0.21
H 2.88645 -1.55613 1.79606 0.21

[5]
60
Properties=species:S:1:pos:R:3:nbo_charge:R:1 method="wB97M-V/def2-TZVPD" homo_energy_ev=-10.7 multiplicity=1 charge=+1 energy_ev=-230106.2765 lumo_ev=-3.3 orbital_gap_ev=7.443
Zn 0.65978 -1.38497 -1.04558 1.55
O -4.46504 -3.54547 -3.93896 -0.61
C -3.41746 -3.04346 -3.29758 0.41
C -3.47861 -1.91621 -2.46967 -0.33
C -2.32713 -1.48679 -1.85810 0.08
N -1.14382 -2.09166 -2.01220 -0.67
C -1.09697 -3.17223 -2.80113 0.16
Br 0.59676 -3.98288 -2.94976 0.15
C -2.18679 -3.68330 -3.46060 -0.32
H -5.27085 -3.04456 -3.76814 0.50
H -4.41062 -1.38927 -2.31061 0.24
H -2.33488 -0.61913 -1.21128 0.22
H -2.11148 -4.55740 -4.09092 0.27
N 2.51211 -1.86085 -1.13539 -0.81
C 3.56183 -1.91731 -0.61873 0.54
C 4.77520 -1.98184 -0.02112 -0.56
C 5.10093 -3.05893 0.84596 0.28
N 5.35484 -3.90860 1.58026 -0.30
C 5.70629 -0.92141 -0.17618 0.29
N 6.45636 -0.05224 -0.26935 -0.32
C 2.66998 -0.29441 2.37654 -1.13
Si 2.10444 1.19878 1.38504 1.54
C 1.81447 2.65853 2.53334 -1.13
C 3.15780 1.72473 -0.07696 -1.14
As 0.02568 0.47768 0.33841 -0.91
Si -1.48218 -0.27625 2.06007 1.49
C -3.26704 -0.41139 1.46002 -1.12
C -1.36370 1.00120 3.43387 -1.13
C -0.85289 -1.97999 2.54785 -1.13
Si -0.73547 2.25748 -1.09853 1.49
C 0.33722 2.16225 -2.64034 -1.13
C -0.51667 3.84375 -0.11368 -1.13
C -2.54728 2.06593 -1.59596 -1.12
H 3.69452 -0.15483 2.72890 0.27
H 2.65006 -1.21503 1.79251 0.24
H 2.03772 -0.43348 3.25591 0.25
H 2.77021 2.94797 2.97774 0.27
H 1.13340 2.42149 3.35056 0.25
H 1.42271 3.52934 2.00753 0.25
H 4.19041 1.90832 0.22649 0.28
H 2.76955 2.64966 -0.50866 0.24
H 3.18327 0.96492 -0.85890 0.24
H -3.60708 0.49048 0.94833 0.24
H -3.90826 -0.55159 2.33327 0.26
H -3.42177 -1.26957 0.80455 0.24
H -1.47787 2.01097 3.03536 0.25
H -0.40283 0.94183 3.94696 0.25
H -2.14770 0.84122 4.17649 0.26
H -0.89556 -2.67670 1.70695 0.24
H -1.46619 -2.39655 3.34976 0.26
H 0.17789 -1.94533 2.90491 0.25
H 1.39722 2.28192 -2.41149 0.25
H 0.05917 2.95369 -3.33981 0.26
H 0.21007 1.20800 -3.15791 0.24
H 0.53751 4.10199 -0.00343 0.25
H -0.95194 3.74554 0.88247 0.25
H -1.01216 4.67614 -0.61717 0.26
H -2.69617 1.27538 -2.33272 0.24
H -2.86955 3.00238 -2.05711 0.26
H -3.20143 1.88210 -0.74209 0.24